Here is C23H30Cl60NO5P2S2 as an isolated structure from the OMol25 dataset. Energies are from the ωB97M-V functional and the def2-TZVPD basis.

XYZ file:
```
123
Properties=species:S:1:pos:R:3:lowdin_charge:R:1
C -4.7429 -1.8296 4.2361 -0.3096
P -5.3818 -0.2376 3.5776 0.7588
C -7.2060 -0.3571 3.4551 -0.3460
S -4.7288 -0.0504 1.5513 0.3162
O -3.3951 0.5649 1.5817 -0.4216
O -5.7453 0.8405 0.9607 -0.4176
N -4.7912 -1.5178 0.9343 -0.4304
S -3.7203 -1.9566 -0.1293 0.3001
O -2.3588 -2.1161 0.3930 -0.4673
O -3.8550 -1.2422 -1.4109 -0.5034
P -4.3884 -3.9963 -0.4996 0.7831
C -2.8268 -4.9287 -0.6451 -0.2978
O -5.1011 -3.9671 -1.9826 -0.3762
H -4.5325 -2.5416 3.4298 0.0255
H -5.4786 -2.2399 4.9330 0.0324
H -3.8085 -1.6347 4.7657 0.0121
H -7.5739 -1.3843 3.5546 0.0423
H -7.6416 0.2801 4.2266 -0.1023
H -7.4896 0.0126 2.4647 0.0314
H -2.6731 -5.4670 0.2895 0.0297
H -2.9556 -5.6319 -1.4740 0.0365
H -1.9865 -4.2523 -0.8295 0.0300
H -6.0187 -3.6814 -1.8006 -0.0690
C -4.4694 1.1334 -3.4587 -1.5225
Cl -6.1653 1.6190 -3.6220 0.5343
Cl -4.0487 -0.0611 -4.6868 0.5433
Cl -3.4213 2.5465 -3.5794 0.5242
H -4.3335 0.6788 -2.4833 -0.0236
C -9.1183 -2.8809 -1.2332 -1.5328
Cl -10.0458 -2.1044 0.0482 0.5152
Cl -7.6676 -1.9554 -1.6016 0.6072
Cl -8.7019 -4.5411 -0.7898 0.5356
H -9.7361 -2.9133 -2.1222 -0.0115
C -7.6478 4.8474 -5.1193 -1.5612
Cl -7.4913 6.3234 -4.1665 0.5204
Cl -9.3336 4.3263 -5.1967 0.5103
Cl -6.9865 5.0712 -6.7395 0.5156
H -7.0795 4.0668 -4.6308 -0.0465
C -0.0047 0.7610 -1.2473 -1.5092
Cl 0.1497 2.3774 -0.5177 0.5167
Cl -1.5994 0.0959 -1.0318 0.7051
Cl 0.4135 0.8464 -2.9826 0.4504
H 0.7081 0.1093 -0.7561 -0.0361
C 2.0348 2.2059 2.8932 -1.5505
Cl 1.6968 3.0687 4.3994 0.5150
Cl 3.7719 1.9163 2.7256 0.4845
Cl 1.1360 0.6974 2.8164 0.5430
H 1.7153 2.8284 2.0662 -0.0153
C -9.2780 2.5928 6.3353 -1.5211
Cl -8.1617 2.3229 7.6737 0.5000
Cl -9.3548 1.1569 5.3176 0.6019
Cl -10.8813 3.0452 6.9297 0.5199
H -8.8957 3.4105 5.7363 0.0148
C -4.6139 0.2581 -8.6104 -1.5606
Cl -3.7510 1.6187 -9.3300 0.5151
Cl -6.3350 0.6085 -8.4710 0.5181
Cl -4.3454 -1.2162 -9.5462 0.5130
H -4.2227 0.1015 -7.6117 -0.0324
C 7.2499 -0.4697 3.4746 -1.5243
Cl 5.9847 -1.6925 3.4638 0.5129
Cl 8.8352 -1.2027 3.1750 0.5127
Cl 6.9324 0.7904 2.2883 0.5052
H 7.2651 -0.0206 4.4597 0.0161
C 4.6193 -0.7289 -0.9739 -1.5271
Cl 5.8751 0.4999 -1.1678 0.4857
Cl 4.3352 -1.1074 0.7235 0.4845
Cl 3.1279 -0.1839 -1.7310 0.5608
H 4.9523 -1.6306 -1.4707 -0.0463
C -4.6829 3.7625 3.2260 -1.5146
Cl -3.0367 3.9052 3.8381 0.5191
Cl -5.6514 2.7525 4.2922 0.4964
Cl -5.4132 5.3680 3.0197 0.5043
H -4.6471 3.2772 2.2556 0.0081
C 8.6139 2.9158 -3.1728 -1.5686
Cl 8.0476 2.5657 -1.5418 0.5128
Cl 8.7185 1.4367 -4.1283 0.5315
Cl 7.5519 4.0910 -3.9591 0.5295
H 9.6030 3.3470 -3.1025 -0.0373
C 11.3692 5.5948 -5.5269 -1.5307
Cl 11.2722 6.4631 -3.9936 0.5310
Cl 13.0493 5.3715 -6.0163 0.5286
Cl 10.5334 4.0464 -5.4136 0.5529
H 10.8736 6.1898 -6.2837 0.0153
C -13.0777 -0.2464 -1.8321 -1.5517
Cl -12.1097 -1.1218 -3.0253 0.5242
Cl -13.4205 -1.2640 -0.4335 0.5077
Cl -12.2690 1.2399 -1.3448 0.5337
H -14.0194 0.0167 -2.2965 0.0078
C 4.6096 -5.1399 -0.4830 -1.5339
Cl 5.9126 -3.9561 -0.6273 0.5442
Cl 4.2647 -5.4964 1.2086 0.5210
Cl 3.1645 -4.5659 -1.3125 0.5468
H 4.9354 -6.0559 -0.9593 0.0105
C 12.7469 -2.0401 2.5215 -1.5559
Cl 12.2528 -2.1942 0.8395 0.5336
Cl 13.6894 -3.4498 3.0267 0.5387
Cl 13.6635 -0.5567 2.7763 0.5313
H 11.8553 -1.9959 3.1349 -0.0141
C 6.5666 -6.5944 4.7894 -1.5570
Cl 4.8289 -6.3056 4.8778 0.5199
Cl 6.9346 -7.8551 3.6098 0.5167
Cl 7.4243 -5.1037 4.4054 0.5102
H 6.9006 -6.9344 5.7614 0.0093
C 4.1721 5.2642 -4.9927 -1.5569
Cl 4.3215 6.8321 -4.1866 0.5200
Cl 2.6138 4.5260 -4.6320 0.5554
Cl 4.3867 5.4368 -6.7374 0.5188
H 4.9547 4.6167 -4.6188 -0.0481
C 14.4281 -5.5401 6.1763 -1.5685
Cl 14.1306 -4.6408 7.6639 0.5231
Cl 16.1499 -5.8678 5.9726 0.5194
Cl 13.4954 -7.0367 6.1481 0.5226
H 14.1042 -4.9275 5.3449 -0.0527
C 1.7188 1.4305 -6.7731 -1.5589
Cl 2.0202 1.2876 -8.5107 0.5131
Cl 0.1045 0.8583 -6.3690 0.5204
Cl 2.9515 0.5579 -5.8565 0.5099
H 1.7827 2.4784 -6.5066 -0.0331
C -3.3893 2.2295 7.8031 -1.5385
Cl -5.1417 2.4475 7.7986 0.4675
Cl -2.9007 1.0990 6.5453 0.5290
Cl -2.5689 3.7820 7.6082 0.5110
H -3.1022 1.8171 8.7620 0.0074
```

For the total energy, the calculation gives -827658.8650 eV. The value obtained for the HOMO energy is -5.47 eV. Its charge is -1. Its LUMO energy is 0.041 Eh.

Here is an isolated ion of composition C8H11O2 and charge -1 from the OMol25 dataset. Energies are from the ωB97M-V functional and the def2-TZVPD basis.

XYZ file:
```
21
Properties=species:S:1:pos:R:3:lowdin_charge:R:1
C 2.2360 -0.7044 -0.1403 -0.1026
C 2.3767 0.6312 0.0186 -0.2316
C 1.0495 -1.4504 -0.1760 -0.4285
C -0.3088 0.6759 -0.8866 -0.1992
C -0.2241 -0.5181 0.0457 -0.4744
C -0.9466 1.9723 -0.6209 -0.2020
C -0.3247 -0.0377 1.5900 -0.0432
C -1.4558 -1.4447 -0.2873 -0.0827
O 2.8943 1.6714 0.3477 0.0152
O 0.8630 -2.6615 -0.3273 -0.0194
H 3.1789 -1.1959 -0.3488 0.0925
H 0.2596 0.6122 -1.8718 0.0933
H -2.1467 1.9203 -0.5654 0.0902
H -0.7076 2.5645 -1.5046 0.0485
H -0.5850 2.4937 0.2690 0.0500
H -1.2903 0.5746 1.6281 0.0818
H 0.3404 0.7785 1.8160 0.0454
H -0.2285 -0.8217 2.3224 0.0614
H -2.4443 -0.9617 -0.3427 0.0679
H -1.4674 -2.3001 0.3425 0.0417
H -1.0685 -1.7985 -1.3080 0.0958
```

The value obtained for the energy relative to the best compared isomer or geometry (same formula, charge and spin) is 45.59 kcal per mole. For the total energy, the calculation gives -12566.6578 eV. The value obtained for the HOMO energy (alpha / beta) is -1.34 / -2.55 eV. Its charge is -1. Its LUMO energy (alpha / beta) is 0.141 / 0.140 Eh.

Here is a 9-piece molecular cluster, C50H116BN8O23 overall from the OMol25 dataset. Energies are from the ωB97M-V functional and the def2-TZVPD basis.

XYZ file:
```
198
Properties=species:S:1:pos:R:3:lowdin_charge:R:1
O -0.5490 3.9749 -0.8223 0.1563
C 0.0402 3.1415 -0.2243 -0.3844
O -0.3077 2.0026 0.4178 0.2134
B 0.8453 1.2193 0.8597 -0.9917
O 1.9428 2.1530 0.7047 0.2091
C 1.5982 3.1761 -0.1072 -0.3259
O 2.3350 4.0441 -0.5668 0.1153
O 1.0259 0.1007 -0.0565 0.2112
C 0.7454 -0.9804 0.5542 -0.3080
O 0.5379 -2.1327 -0.0238 0.0445
C 0.5435 -0.5986 2.0676 -0.3662
O 0.7114 0.6718 2.1823 0.2789
O -0.0114 -1.3584 2.8510 0.1179
C -3.3397 4.8828 5.4268 -0.0540
O -3.8057 4.0217 4.3561 -0.2096
C -5.1036 3.6792 4.3535 -0.2491
C -5.4622 2.1652 4.8469 -0.1610
N -5.0246 1.0869 3.9248 -0.0784
C -3.6508 1.1083 3.6137 -0.1892
C -2.8037 0.6490 4.8754 -0.0893
O -3.6389 -0.1420 5.8583 -0.2450
C -3.1339 -0.1508 7.1654 -0.1382
H -3.6052 5.9399 5.4390 0.0946
H -2.2964 4.6270 5.2417 0.0622
H -3.4393 4.3849 6.3913 0.0824
H -5.4627 3.5830 3.3289 0.1175
H -5.7027 4.3323 4.9882 0.1138
H -6.5464 2.2651 4.7949 0.0984
H -5.1996 2.0962 5.9025 0.0991
H -5.2250 0.2390 4.4356 0.0506
H -3.2876 2.0250 3.1491 0.1178
H -3.6946 0.2285 2.9717 0.0920
H -2.4044 1.5290 5.3795 0.1062
H -2.0782 -0.0204 4.4129 0.0985
H -3.7662 -0.5952 7.9341 0.0858
H -2.9276 0.8822 7.4453 0.0760
H -2.1857 -0.6827 7.2435 0.0791
C -1.9470 -0.7546 -8.7255 -0.1492
O -1.9573 -0.8634 -7.3242 -0.1722
C -3.3037 -0.6788 -6.7784 -0.1749
C -3.2986 -0.8914 -5.2368 -0.1959
N -2.1949 -0.1382 -4.6465 -0.0615
C -1.9461 -0.1754 -3.2292 -0.1573
C -0.5502 0.6092 -2.9596 -0.1705
O 0.4463 -0.1150 -3.6448 -0.1353
C 1.6595 0.3259 -3.1733 -0.1419
H -2.6292 -0.1024 -9.2708 0.0829
H -1.9292 -1.7353 -9.2008 0.0705
H -0.9497 -0.3992 -8.9847 0.0807
H -3.9869 -1.4180 -7.1967 0.1129
H -3.6606 0.3282 -6.9942 0.1103
H -3.2021 -1.9586 -5.0374 0.0903
H -4.2303 -0.5380 -4.7951 0.1066
H -2.3495 0.7828 -5.0312 0.1134
H -1.7119 -1.2019 -2.9473 0.0921
H -2.6802 0.2369 -2.5370 0.1036
H -0.2989 0.5644 -1.8999 0.0938
H -0.6136 1.6759 -3.1743 0.1082
H 1.8323 1.4019 -3.1501 0.0659
H 2.3400 0.0564 -3.9810 0.0809
H 2.0727 -0.0109 -2.2225 0.0776
C 5.8752 4.6694 -3.0983 -0.0884
O 4.8744 4.4238 -4.0841 -0.1677
C 4.2979 3.1763 -4.0210 -0.2623
C 3.3089 2.9479 -5.2105 -0.1661
N 2.2264 3.9724 -5.4294 -0.0218
C 1.4166 4.1967 -4.1883 -0.1997
C 0.5611 5.4445 -4.0963 -0.2284
O -0.3967 5.2978 -5.1364 -0.1723
C -1.4518 6.1265 -4.7587 -0.1522
H 6.2235 5.6978 -3.1944 0.0809
H 6.8150 4.1175 -3.1143 0.0873
H 5.4316 4.6097 -2.1044 0.0767
H 3.7724 2.8719 -3.1159 0.0949
H 5.0746 2.4467 -4.2503 0.1212
H 2.7662 2.0058 -5.1333 0.0956
H 3.9213 3.0219 -6.1091 0.1074
H 2.7707 4.8231 -5.4380 0.0817
H 2.0002 4.2908 -3.2725 0.0983
H 0.6712 3.4180 -4.0270 0.1066
H 1.0169 6.4004 -4.3546 0.1249
H 0.1986 5.4378 -3.0684 0.1135
H -2.2412 6.2880 -5.4928 0.0771
H -1.0981 7.1344 -4.5417 0.0852
H -2.0370 5.6088 -3.9988 0.0903
C 5.1010 7.5954 6.9341 -0.1188
O 4.3871 6.4347 6.4612 -0.2046
C 3.3638 6.7940 5.4384 -0.1454
C 2.5662 5.4593 5.1255 -0.2818
N 1.5208 5.5380 4.2573 -0.1042
C 0.5265 4.4585 4.2958 -0.1344
C -0.3403 4.5025 2.9724 -0.1598
O -1.3272 5.5614 2.9287 -0.1785
C -1.7550 5.7580 1.5839 -0.1197
H 6.0890 7.6999 6.4856 0.0727
H 5.3529 7.3882 7.9742 0.0781
H 4.5794 8.5408 6.7853 0.0787
H 3.7194 7.2294 4.5045 0.1212
H 2.6105 7.3431 6.0032 0.1130
H 2.1323 5.2126 6.0945 0.1073
H 3.2479 4.6505 4.8623 0.1228
H 1.2257 6.5004 4.1747 0.1221
H -0.0404 4.6326 5.2103 0.0951
H 0.9648 3.5107 4.6085 0.1221
H -0.9227 3.5825 2.9230 0.1094
H 0.2628 4.3883 2.0716 0.1066
H -2.2826 4.9777 1.0354 0.0889
H -1.0290 6.1467 0.8698 0.0826
H -2.3516 6.6682 1.6433 0.0824
C -1.3796 -5.3558 8.4624 -0.1499
O -2.7163 -5.3086 8.0744 -0.1975
C -2.9895 -4.4229 6.9294 -0.1748
C -2.0573 -4.7550 5.7261 -0.1926
N -2.5979 -4.3802 4.4005 -0.0426
C -2.8727 -2.9822 4.0765 -0.1969
C -3.9849 -2.7978 3.0019 -0.1604
O -5.3441 -2.9845 3.3176 -0.1707
C -5.9201 -2.2305 4.2925 -0.1423
H -1.2623 -5.9146 9.3909 0.0805
H -0.9899 -4.4042 8.8241 0.0918
H -0.8906 -5.9391 7.6823 0.0829
H -2.8170 -3.3620 7.1104 0.0960
H -4.0595 -4.5369 6.7557 0.1183
H -1.8187 -5.8186 5.7305 0.1103
H -1.2070 -4.1694 6.0754 0.1128
H -3.5589 -4.6895 4.4310 0.0906
H -2.0248 -2.4012 3.7139 0.0924
H -3.0414 -2.4169 4.9931 0.0853
H -3.7176 -3.4467 2.1679 0.1252
H -3.9985 -1.7462 2.7154 0.1021
H -5.4273 -2.2002 5.2643 0.0859
H -6.9569 -2.5470 4.4068 0.0925
H -6.1013 -1.2088 3.9589 0.0720
C 6.6223 3.0127 0.3440 -0.1312
O 6.4147 2.0805 -0.6536 -0.2001
C 5.1088 1.4447 -0.6438 -0.1869
C 5.2800 0.0639 -0.0730 -0.1823
N 4.2129 -0.9384 -0.4178 -0.0318
C 4.5844 -2.3303 -0.1549 -0.2035
C 4.5972 -2.6402 1.3062 -0.2501
O 5.6397 -2.0650 2.0659 -0.1910
C 6.3167 -2.9802 2.9403 -0.0971
H 7.6854 3.1764 0.5203 0.0892
H 6.1395 2.6334 1.2446 0.0876
H 6.0841 3.9162 0.0572 0.0758
H 4.6887 1.2115 -1.6222 0.1102
H 4.3719 1.9819 -0.0467 0.1055
H 5.0086 0.1687 0.9774 0.1111
H 6.2604 -0.3517 -0.3058 0.1299
H 3.4318 -0.6038 0.1282 0.0805
H 5.5390 -2.7180 -0.5107 0.1243
H 3.8323 -2.9608 -0.6291 0.1114
H 4.7044 -3.7249 1.3006 0.1135
H 3.6377 -2.3999 1.7641 0.1254
H 7.0317 -2.4802 3.5936 0.0837
H 6.8436 -3.7288 2.3486 0.0794
H 5.6162 -3.5534 3.5476 0.0808
C 0.3455 -3.2762 -8.5168 -0.1342
O -0.4117 -3.2634 -7.3330 -0.1855
C -0.2841 -4.4912 -6.5365 -0.1493
C -1.3293 -4.3001 -5.4175 -0.2007
N -0.9694 -3.2985 -4.4560 -0.0428
C 0.0738 -3.6628 -3.5062 -0.1757
C 1.5147 -3.4385 -3.9013 -0.2580
O 1.6476 -2.6753 -5.0316 -0.1627
C 2.9757 -2.6336 -5.3765 -0.1325
H -0.1017 -3.9840 -9.2148 0.0856
H 1.4195 -3.2860 -8.3309 0.0848
H 0.2905 -2.3724 -9.1237 0.0622
H 0.6606 -4.6400 -6.0136 0.1055
H -0.6123 -5.3678 -7.0951 0.1145
H -1.3267 -5.1471 -4.7315 0.0935
H -2.3396 -4.2831 -5.8262 0.1196
H -1.8158 -3.0238 -3.9782 0.0801
H -0.2157 -4.6229 -3.0790 0.1008
H 0.0470 -2.9505 -2.6816 0.0958
H 1.9338 -4.4238 -4.1053 0.1115
H 1.9344 -3.0556 -2.9710 0.1226
H 3.4738 -3.5954 -5.4990 0.0907
H 3.4434 -1.9528 -4.6653 0.0836
H 3.0736 -2.0694 -6.3039 0.0899
C -3.7464 -7.5113 -2.5847 -0.0934
C -2.2959 -7.7909 -2.4386 -0.4070
C -1.5170 -6.9383 -1.3790 -0.1779
O -1.9820 -5.5990 -1.4627 -0.2335
C -1.5704 -4.6274 -0.5118 -0.0851
N -2.2595 -9.1812 -1.9348 0.0080
H -3.8280 -6.6295 -3.2202 0.0717
H -4.2859 -7.3400 -1.6532 0.0895
H -4.2393 -8.2876 -3.1700 0.0731
H -1.7858 -7.6155 -3.3858 0.1287
H -0.4737 -6.9709 -1.6931 0.1168
H -1.6073 -7.2853 -0.3497 0.1167
H -2.1825 -3.7408 -0.6768 0.0919
H -0.5623 -4.2545 -0.6928 0.0555
H -1.6874 -5.0923 0.4671 0.0881
H -2.9192 -9.7894 -2.3983 0.0516
H -2.5851 -9.2771 -0.9835 0.0606
```

The value obtained for the energy relative to the best compared isomer or geometry (same formula, charge and spin) is 110.54 kcal per mole. For the total energy, the calculation gives -113409.0529 eV. The value obtained for the HOMO energy is -5.83 eV. Its charge is -1. Its LUMO energy is 0.076 Eh.